# 1
{
  "formula": "C6H9N4",
  "method": "ωB97M-V with the def2-TZVPD basis set",
  "symbols": ["C", "C", "C", "N", "N", "H", "H", "H", "H", "H", "N", "C", "C", "C", "N", "H", "H", "H", "H"],
  "coordinates": [[2.03981, 1.05821, -0.55749], [3.24816, 0.52218, -0.91591], [3.43716, 1.31386, 1.15423], [2.19245, 1.53554, 0.72088], [4.08310, 0.69686, 0.16009], [1.10045, 1.13470, -1.10507], [3.57100, 0.03873, -1.83794], [3.84565, 1.58357, 2.12813], [1.45725, 2.00279, 1.28164], [5.07398, 0.39840, 0.20880], [0.46825, 2.56219, 2.03336], [0.08782, 3.82429, 2.15277], [-0.39255, 1.84972, 2.83362], [-1.30102, 2.68872, 3.44185], [-0.97788, 3.94555, 2.99447], [0.54368, 4.68169, 1.65765], [-0.31493, 0.76693, 2.93186], [-2.12478, 2.51003, 4.13292], [-1.45129, 4.81656, 3.24699]],
  "mulliken_charge": [-0.247, -0.489, -0.116, -0.138, -0.123, 0.413, 0.372, 0.375, 0.821, 0.258, -0.321, -0.304, -0.300, -0.451, -0.106, 0.365, 0.385, 0.369, 0.237],
  "homo_lumo_gap_ev": 10.29,
  "charge": 1,
  "homo_ev": -12.621,
  "e_tot_ev": -12322.634,
  "spin_multiplicity": 1,
  "relative_energy_ev": 0.000
}

=====

# 2
{
  "formula": "C6H9N4",
  "method": "ωB97M-V with the def2-TZVPD basis set",
  "symbols": ["C", "C", "C", "C", "C", "C", "N", "N", "N", "N", "H", "H", "H", "H", "H", "H", "H", "H", "H"],
  "coordinates": [[2.35269, 0.54886, -0.02680], [1.07186, 0.94912, -0.07145], [0.41694, -0.60158, 0.04895], [-1.67309, 0.29295, 0.14455], [0.10365, 2.10510, -0.03790], [-1.49576, -2.13570, -0.15254], [1.36340, -1.40186, -0.00251], [2.51523, -0.76944, -0.10453], [-1.26525, 1.53194, 0.01192], [-0.93674, -0.77389, 0.12557], [3.19216, 1.22127, -0.07398], [-2.75025, 0.12091, 0.29469], [0.21799, 2.60110, 0.93852], [0.38912, 2.66430, -0.91373], [-2.07211, -2.42439, 0.64998], [-0.68379, -2.75840, -0.05629], [-2.12825, -2.22227, -0.95822], [3.29297, -1.35326, 0.19151], [-1.91077, 2.40525, -0.00773]],
  "mulliken_charge": [-0.823, 0.299, 0.547, -0.239, -0.284, -1.136, -0.556, 0.124, -0.255, -0.006, 0.457, 0.383, 0.321, 0.342, 0.451, 0.400, 0.391, 0.304, 0.278],
  "homo_lumo_gap_ev": [6.58, 6.89],
  "charge": 1,
  "homo_ev": [-9.148, -14.059],
  "e_tot_ev": -12316.013,
  "spin_multiplicity": 3,
  "relative_energy_ev": 0.551
}

=====

# 3
{
  "formula": "C6H9N4O2",
  "method": "ωB97M-V with the def2-TZVPD basis set",
  "symbols": ["C", "C", "C", "C", "C", "C", "N", "N", "N", "N", "O", "O", "H", "H", "H", "H", "H", "H", "H", "H", "H"],
  "coordinates": [[0.05620, 1.44363, -0.80215], [0.91973, 0.49412, -1.11755], [-1.85780, -0.02878, -0.07428], [1.32212, -1.19941, 0.44188], [-1.28166, 1.36599, -0.05931], [0.52022, -1.00509, -0.80423], [0.86676, -0.92014, 1.58434], [-0.93056, -1.14695, -0.62253], [-1.33974, 0.52738, 1.16004], [-3.37397, -0.25708, -0.10917], [-3.97105, 0.47813, 0.64146], [-3.90841, -1.00974, -0.89962], [0.32185, 2.46267, -1.24389], [1.76632, 0.96049, -1.58509], [2.26194, -1.46715, 0.40566], [-1.82072, 2.30386, -0.04308], [0.77839, -1.62967, -1.60912], [1.51747, -0.78815, 2.38025], [-1.33704, -1.49490, -1.49606], [-2.22500, 0.67906, 1.68103], [-0.11723, -0.45611, 1.73458]],
  "mulliken_charge": [-0.530, -0.465, 0.251, -0.467, 0.012, -0.018, -0.192, -0.420, -0.676, 0.993, -0.575, -0.529, 0.309, 0.381, 0.616, 0.523, 0.529, 0.312, 0.328, 0.295, 0.322],
  "homo_lumo_gap_ev": 9.31,
  "charge": 1,
  "smiles": "[NH2+]=C[C@@H]1C=C[C@@H]2N[C@]2([N+](=O)[O-])N1",
  "homo_ev": -13.823,
  "e_tot_ev": -16410.704,
  "spin_multiplicity": 1,
  "relative_energy_ev": 4.263
}

=====

# 4
{
  "formula": "C6H9N4S",
  "method": "ωB97M-V with the def2-TZVPD basis set",
  "symbols": ["C", "C", "C", "C", "C", "C", "N", "N", "N", "N", "S", "H", "H", "H", "H", "H", "H", "H", "H", "H"],
  "coordinates": [[-2.29345, 1.22105, 0.54817], [-3.84504, -0.26948, 0.04987], [-1.51420, 0.28284, -0.10984], [0.66728, 1.43899, 0.03832], [2.21798, -1.93886, 0.29949], [-0.12845, 0.41126, -0.35952], [-3.59660, 0.84064, 0.62240], [2.09343, 1.60424, -0.28022], [2.55550, -0.86376, 0.29473], [1.74697, -3.12341, 0.15129], [-2.46521, -1.12311, -0.50980], [-1.82039, 2.18497, 0.99249], [-4.85269, -0.63492, 0.00580], [0.31536, 2.25197, 0.57107], [0.25909, -0.39098, -1.05563], [2.49802, 2.48085, 0.26278], [2.06428, 1.88945, -1.32363], [2.74659, 0.83685, 0.05328], [2.18309, -3.95794, 0.43363], [1.16845, -3.14065, -0.68467]],
  "mulliken_charge": [-0.478, -0.037, 0.447, -0.882, 0.307, 0.272, -0.519, -0.245, -0.443, -0.395, -0.094, 0.229, 0.437, 0.338, 0.356, 0.431, 0.398, 0.394, 0.247, 0.237],
  "homo_lumo_gap_ev": 8.66,
  "charge": 1,
  "homo_ev": -12.195,
  "e_tot_ev": -23154.919,
  "spin_multiplicity": 1,
  "relative_energy_ev": 2.317
}

=====

# 5
{
  "formula": "C6H9N5",
  "method": "ωB97M-V with the def2-TZVPD basis set",
  "symbols": ["C", "C", "C", "C", "C", "C", "N", "N", "N", "N", "N", "H", "H", "H", "H", "H", "H", "H", "H", "H"],
  "coordinates": [[-2.25641, -1.79297, -0.47785], [0.60365, 0.49960, -1.66762], [-0.17608, -1.40046, -0.07034], [1.15858, -1.16325, -0.12423], [-1.22474, 0.19678, 0.00942], [-1.16114, 1.03145, 1.20422], [-2.34288, -0.48615, -0.31319], [-0.96550, -2.25887, -0.45813], [-0.51787, 0.80443, -1.16308], [1.53614, -0.31953, -1.18496], [1.96398, -1.48127, 0.85562], [-3.06092, -2.44554, -0.57342], [0.89760, 0.94582, -2.67973], [-1.53591, 2.05080, 1.03099], [-0.17125, 1.35669, 1.51012], [-1.51701, 0.60877, 2.14250], [-0.92229, 1.74945, -1.49685], [2.44771, -0.46602, -1.77087], [1.76206, -2.28430, 1.50008], [2.93210, -1.19364, 0.98343]],
  "mulliken_charge": [-0.182, 0.007, 0.355, 0.185, 0.814, -1.325, -0.376, -0.356, -0.106, -0.103, -0.265, 0.479, 0.374, 0.373, 0.387, 0.379, 0.371, 0.388, 0.312, 0.289],
  "homo_lumo_gap_ev": 8.54,
  "charge": 2,
  "homo_ev": -18.297,
  "e_tot_ev": -13797.818,
  "spin_multiplicity": 1,
  "relative_energy_ev": 0.000
}

=====

# 6
{
  "formula": "C6H9NO",
  "method": "ωB97M-V with the def2-TZVPD basis set",
  "symbols": ["C", "C", "C", "C", "C", "C", "H", "H", "H", "H", "H", "H", "H", "H", "H", "N", "O"],
  "coordinates": [[1.24060, 1.23261, -0.14126], [1.46490, -0.12332, -0.84564], [-0.84727, -1.18692, 0.09678], [-1.97333, -0.08358, 0.08299], [-0.07224, 0.73143, 0.32033], [0.08977, -0.55581, 1.02759], [1.18017, 2.08002, -0.89482], [1.99856, 1.50989, 0.67346], [2.49551, -0.44282, -0.79276], [1.29435, -0.07002, -1.89400], [-1.21989, -2.20987, 0.38629], [-2.21560, 0.07132, -0.89273], [-2.77896, -0.22634, 0.84487], [-0.40218, 0.29212, -0.70967], [0.40468, -0.78730, 2.14213], [0.71525, -1.32833, -0.04737], [-1.37432, 1.09693, 0.64380]],
  "mulliken_charge": [-0.431, -0.678, -0.277, -0.532, 0.054, -0.140, 0.280, 0.281, 0.377, 0.348, 0.371, 0.400, 0.310, 0.258, 0.365, -0.457, -0.528],
  "homo_lumo_gap_ev": 10.55,
  "smiles": "C1CN2[C@H]3[C@H]1OC[C@H]32",
  "homo_ev": -9.471,
  "e_tot_ev": -9898.411,
  "spin_multiplicity": 1,
  "relative_energy_ev": 7.193
}

=====

# 7
{
  "formula": "C6H9NO",
  "method": "ωB97M-V with the def2-TZVPD basis set",
  "symbols": ["C", "C", "C", "C", "C", "C", "H", "H", "H", "H", "H", "H", "H", "H", "H", "N", "O"],
  "coordinates": [[0.90231, -0.40083, 0.08752], [0.50265, 0.88404, -0.87308], [-0.64282, 0.98029, -0.12942], [0.22175, 0.64640, 1.16389], [-1.42013, -0.23486, -0.55128], [-0.25830, -1.22650, -0.23970], [2.90826, -0.61831, -0.15811], [0.67794, 0.85864, -1.87053], [1.11363, 1.63529, -0.53232], [-0.94185, 2.00152, 0.22519], [-0.52500, 0.31898, 1.95298], [0.78819, 1.50121, 1.67234], [-2.32335, -0.43902, -1.32811], [-1.47155, -1.41657, 1.25963], [0.09968, -1.79573, -0.98322], [-1.64518, -1.41505, 0.31722], [2.01376, -1.27950, -0.01299]],
  "mulliken_charge": [0.442, -1.061, 0.107, -0.914, -0.257, -0.369, 0.384, 0.451, 0.393, 0.418, 0.248, 0.330, 0.325, 0.264, 0.439, -0.612, -0.588],
  "homo_lumo_gap_ev": 9.81,
  "smiles": "O[C@]12C[C@H](C1)[C@@H]1N[C@@H]12",
  "homo_ev": -9.196,
  "e_tot_ev": -9898.600,
  "spin_multiplicity": 1,
  "relative_energy_ev": 7.004
}

=====

# 8
{
  "formula": "C6H9NO",
  "method": "ωB97M-V with the def2-TZVPD basis set",
  "symbols": ["C", "C", "C", "C", "C", "C", "H", "H", "H", "H", "H", "H", "H", "H", "H", "N", "O"],
  "coordinates": [[2.40618, -0.92056, -0.46443], [1.30152, 0.24787, -0.27144], [1.49710, 1.22951, 0.88471], [-0.13477, -0.03516, -0.35516], [-2.34739, 0.40598, -0.35531], [-1.94624, -0.53547, 0.60508], [1.71014, -1.81945, -1.16910], [2.75723, -1.78104, 0.54385], [3.41295, -0.39709, -1.11909], [1.10327, 0.97527, -0.99935], [2.44406, 2.12604, 0.86459], [1.77013, 0.50560, 1.78297], [0.46276, 1.79615, 1.19041], [-3.41211, 0.49295, -0.51622], [-2.53068, -1.10414, 1.60584], [-1.04924, 0.66813, -1.02601], [-0.62894, -0.97804, 0.59218]],
  "mulliken_charge": [-0.884, 0.581, -1.078, 0.088, -0.356, -0.008, 0.255, 0.269, 0.259, 0.300, 0.253, 0.253, 0.291, 0.346, 0.252, -0.557, -0.265],
  "homo_lumo_gap_ev": 9.87,
  "homo_ev": -9.057,
  "e_tot_ev": -9899.166,
  "spin_multiplicity": 1,
  "relative_energy_ev": 6.438
}

=====

# 9
{
  "formula": "C6H9NO",
  "method": "ωB97M-V with the def2-TZVPD basis set",
  "symbols": ["C", "C", "C", "C", "N", "C", "C", "O", "H", "H", "H", "H", "H", "H", "H", "H", "H"],
  "coordinates": [[-0.49154, 0.02602, -0.16003], [-0.32458, 1.29051, 0.64478], [-1.11371, 0.22521, -1.51764], [0.69508, -0.94743, -0.22660], [-1.19329, -1.08075, 0.74039], [1.86686, -0.43548, 0.46107], [2.88408, -0.01723, 0.94700], [0.78490, -1.83103, -1.07364], [-1.46367, -1.89903, 0.20601], [-0.79279, -1.25925, 1.65434], [0.31743, 1.99633, 0.12043], [-1.31333, 1.72395, 0.79200], [0.09136, 1.09110, 1.62949], [-0.45787, 0.85223, -2.12199], [-2.09613, 0.67911, -1.41725], [-1.18686, -0.73102, -2.03801], [3.79406, 0.31677, 1.35966]],
  "mulliken_charge": [1.475, -1.560, -1.452, -0.172, -0.738, -0.492, 0.322, -0.586, 0.292, 0.270, 0.360, 0.371, 0.402, 0.344, 0.364, 0.361, 0.438],
  "homo_lumo_gap_ev": 9.52,
  "smiles": "C#CC(=O)C(C)(C)N",
  "homo_ev": -8.972,
  "e_tot_ev": -9902.584,
  "spin_multiplicity": 1,
  "relative_energy_ev": 3.020
}

=====

# 10
{
  "formula": "C6H9NO",
  "method": "ωB97M-V with the def2-TZVPD basis set",
  "symbols": ["C", "C", "C", "C", "C", "C", "O", "N", "H", "H", "H", "H", "H", "H", "H", "H", "H"],
  "coordinates": [[-0.26217, -1.38344, -0.75970], [1.87323, 0.32284, -0.01636], [-0.12877, -0.00948, -0.26910], [-2.20252, 0.82722, -0.27129], [2.54589, 0.13482, 1.11321], [-2.95438, 0.52095, 0.76701], [2.39976, 0.58930, -1.23649], [-0.30717, 1.13532, 0.01738], [3.34291, 0.81711, -1.16346], [-2.53851, 1.22462, -1.22235], [0.61094, -1.61470, -1.37066], [-0.28937, -2.06849, 0.08806], [-1.18559, -1.47925, -1.33042], [3.63221, 0.21706, 1.15746], [2.01928, -0.06893, 2.03298], [-4.03020, 0.68232, 0.77034], [-2.52555, 0.15275, 1.69339]],
  "mulliken_charge": [-1.062, 0.409, 0.556, -0.355, -1.006, -0.497, -0.473, -0.297, 0.307, 0.348, 0.344, 0.273, 0.398, 0.254, 0.269, 0.283, 0.247],
  "homo_lumo_gap_ev": 8.46,
  "homo_ev": -7.559,
  "e_tot_ev": -9898.774,
  "spin_multiplicity": 1,
  "relative_energy_ev": 6.830
}

=====

# 11
{
  "formula": "C6H9NO",
  "method": "ωB97M-V with the def2-TZVPD basis set",
  "symbols": ["C", "C", "C", "C", "C", "C", "H", "H", "H", "H", "H", "H", "H", "H", "H", "N", "O"],
  "coordinates": [[-1.42202, -0.06590, -1.27603], [0.21008, 1.22135, 0.15792], [1.32809, -0.00384, 0.31551], [0.81933, -1.04937, -0.51943], [-0.66231, -0.95840, -0.15024], [-0.34657, 0.11729, 1.19873], [-2.50822, 0.16440, -1.17761], [-1.29027, -0.62349, -2.31499], [-0.21101, 1.40542, -1.89552], [0.40291, 2.29487, 0.25599], [2.42979, 0.20614, 0.35592], [1.05469, -0.90116, -1.55964], [1.08089, -2.10289, -0.25812], [-1.18572, -1.82639, 0.17120], [-1.28367, 0.07496, 1.81573], [-0.66871, 1.14614, -1.07209], [0.82900, -0.28519, 1.71911]],
  "mulliken_charge": [-0.582, -0.270, -0.076, -0.709, -0.359, -0.335, 0.286, 0.239, 0.244, 0.413, 0.424, 0.323, 0.307, 0.537, 0.500, -0.443, -0.499],
  "homo_lumo_gap_ev": 9.52,
  "homo_ev": -8.497,
  "e_tot_ev": -9901.929,
  "spin_multiplicity": 1,
  "relative_energy_ev": 3.675
}

=====

# 12
{
  "formula": "C6H9NO",
  "method": "ωB97M-V with the def2-TZVPD basis set",
  "symbols": ["C", "C", "C", "C", "C", "C", "H", "H", "H", "H", "H", "H", "H", "H", "H", "N", "O"],
  "coordinates": [[-1.12536, -0.34543, -0.72939], [-0.77016, -1.12329, 0.47671], [0.19588, -0.27493, 1.36034], [0.22234, 1.25369, 1.21588], [1.31662, 0.43770, 0.63831], [2.46938, 0.27978, 0.00832], [-0.28909, 0.02791, -2.58449], [0.40265, -1.24482, -1.74209], [-0.19576, -2.06447, 0.16708], [-1.79090, -1.30328, 0.82886], [0.37352, -0.68660, 2.32812], [-0.57065, 1.69308, 0.60089], [0.49596, 1.80227, 2.10724], [2.96527, -0.70575, -0.13460], [3.14606, 1.17867, -0.30446], [-0.46616, -0.74877, -1.90978], [-1.89077, 0.64741, -0.71489]],
  "mulliken_charge": [0.388, -0.446, -0.367, -0.538, 0.286, -0.642, 0.275, 0.278, 0.265, 0.338, 0.400, 0.166, 0.293, 0.269, 0.197, -0.532, -0.632],
  "homo_lumo_gap_ev": 10.66,
  "smiles": "C=C1C[C@H]1CC(N)=O",
  "homo_ev": -9.809,
  "e_tot_ev": -9903.575,
  "spin_multiplicity": 1,
  "relative_energy_ev": 2.029
}

=====

# 13
{
  "formula": "C6H9NO",
  "method": "ωB97M-V with the def2-TZVPD basis set",
  "symbols": ["C", "C", "C", "C", "C", "C", "N", "O", "H", "H", "H", "H", "H", "H", "H", "H", "H"],
  "coordinates": [[0.31579, 0.92263, -0.51466], [-0.08567, 1.02197, 0.75419], [1.08734, 1.76466, 0.31466], [1.39676, -1.14513, -1.16372], [-1.90744, -0.43154, 1.38231], [0.38170, -0.02236, -1.65538], [-0.86794, 0.55161, 1.69297], [1.98882, 2.53314, 0.59780], [2.43031, -0.93944, -1.35004], [1.25385, -2.07942, -1.73583], [1.06149, -1.51876, -0.20171], [-1.84721, -0.47319, 0.21511], [-1.77658, -1.29759, 1.96551], [-2.84486, -0.05466, 1.59767], [-0.66197, -0.45668, -1.81883], [0.97270, 0.45554, -2.54822], [-0.89710, 1.16922, 2.46818]],
  "mulliken_charge": [-0.089, 0.098, 0.438, -1.126, -0.720, -0.265, -0.253, -0.669, 0.336, 0.355, 0.317, 0.175, 0.250, 0.372, 0.261, 0.252, 0.268],
  "homo_lumo_gap_ev": 9.21,
  "smiles": "CCc1c(NC)c1=O",
  "homo_ev": -8.543,
  "e_tot_ev": -9902.437,
  "spin_multiplicity": 1,
  "relative_energy_ev": 3.167
}